One molecule with the formula C19H29N3O4, computed with ωB97M-V/def2-TZVPD.

```
55
Properties=species:S:1:pos:R:3:forces:R:3:nbo_charge:R:1
C 5.52888 2.45067 -3.64975 -0.360 0.055 0.213 -0.633
C 4.42748 3.26592 -2.98489 0.567 0.250 -0.003 -0.073
O 3.32356 2.44876 -2.61410 -0.303 -0.240 0.097 -0.509
C 3.42286 1.79579 -1.43774 0.322 0.185 0.075 0.774
O 4.38351 1.92719 -0.70343 -0.081 0.038 -0.096 -0.642
C 2.26477 0.95969 -1.19132 -0.480 -0.083 -0.535 -0.058
C 1.19253 0.68382 -2.03761 0.309 0.070 0.283 0.043
C 0.95187 1.19592 -3.41120 -0.084 0.022 -0.168 -0.645
C 0.33855 -0.18960 -1.33426 0.392 0.079 0.120 -0.191
C -0.94804 -0.70858 -1.84454 0.016 -0.001 0.241 0.663
O -1.08857 -1.17804 -2.96107 0.083 -0.038 -0.306 -0.637
N -1.97934 -0.60696 -0.96666 -0.263 0.020 0.221 -0.642
C -3.31997 -0.95324 -1.37208 -0.140 -0.361 -0.139 -0.223
C -4.07667 -1.75351 -0.31260 -0.006 0.297 -0.127 -0.415
C -4.44108 -0.90794 0.92296 0.011 -0.022 -0.187 -0.226
N -3.65885 -1.23841 2.08719 -0.147 -0.143 0.030 -0.423
C -4.05283 -2.29400 2.99228 -0.160 -0.169 0.170 -0.203
C -2.82553 -2.47271 3.89182 -0.025 0.033 0.034 -0.405
C -2.13844 -1.10996 3.82921 0.050 -0.044 0.007 -0.498
C -2.58071 -0.54404 2.48959 0.145 -0.191 0.327 0.696
O -2.07185 0.37553 1.87788 0.211 0.472 -0.213 -0.658
C 0.92273 -0.44244 -0.10043 -0.223 -0.123 -0.178 0.220
C 0.46539 -1.36923 0.96845 0.165 0.050 0.127 -0.664
N 2.08387 0.24306 -0.02359 -0.085 -0.145 -0.243 -0.294
C 2.91187 0.32143 1.15472 0.311 0.161 0.593 -0.222
C 2.44670 1.45369 2.06897 0.105 -0.194 -0.146 -0.612
H 6.32645 3.11111 -3.97830 0.107 0.058 -0.058 0.213
H 5.93424 1.73246 -2.94132 0.070 -0.039 0.019 0.222
H 5.13254 1.91429 -4.50871 0.009 -0.031 -0.105 0.209
H 4.01458 4.00427 -3.67601 0.025 -0.073 0.116 0.187
H 4.81860 3.76723 -2.09265 -0.115 -0.006 -0.198 0.198
H 1.83571 1.05460 -4.02875 -0.029 0.027 -0.095 0.228
H 0.11595 0.66294 -3.85553 -0.002 0.024 -0.057 0.241
H 0.73360 2.26297 -3.38966 0.016 0.065 -0.069 0.221
H -1.85938 -0.10131 -0.09652 0.098 0.082 -0.045 0.430
H -3.21431 -1.54455 -2.28635 -0.098 0.162 0.120 0.243
H -3.89148 -0.04707 -1.61498 0.023 -0.087 -0.051 0.181
H -3.46751 -2.60458 -0.00324 -0.032 -0.074 -0.008 0.210
H -4.98664 -2.14252 -0.77039 -0.023 -0.036 -0.019 0.213
H -5.49531 -1.04204 1.18158 0.068 0.070 0.010 0.203
H -4.26898 0.15068 0.70996 -0.104 -0.046 0.041 0.226
H -4.30523 -3.20132 2.43815 -0.015 0.031 0.048 0.202
H -4.93524 -1.98562 3.56892 0.017 -0.074 -0.056 0.185
H -3.09788 -2.76380 4.90385 0.003 -0.060 -0.019 0.220
H -2.16897 -3.23856 3.47756 -0.022 -0.010 0.000 0.211
H -1.05464 -1.16451 3.90644 -0.008 0.095 -0.044 0.233
H -2.49949 -0.43732 4.61033 0.021 0.047 -0.005 0.231
H 0.17884 -0.81297 1.85923 -0.048 -0.033 0.106 0.230
H 1.25403 -2.07300 1.23642 0.009 -0.064 0.015 0.219
H -0.39451 -1.93152 0.61613 -0.048 -0.023 0.029 0.236
H 3.94016 0.50629 0.84304 -0.201 -0.176 0.078 0.252
H 2.86298 -0.63439 1.68114 -0.006 0.046 -0.107 0.195
H 1.39218 1.34542 2.31346 -0.107 -0.003 0.056 0.209
H 2.59042 2.40853 1.57056 0.007 0.113 -0.028 0.218
H 3.02659 1.45144 2.98783 0.055 0.042 0.127 0.210
```
Forces are in eV/Å.

The energy comes out at -32836.1467 eV. Its lowest unoccupied orbital energy is 0.6 eV. As for the structure (SMILES): CCOC(=O)c1c(C)c(C(=O)NCCCN2CCCC2=O)c(C)n1CC. The calculation puts the relative energy (zero: lowest compared OMol25 entry of this formula, charge and spin) at 24.39 kJ/mol. The frontier orbital gap comes out at 8.6783 eV. As for the total charge: 0.